This record from the Open Molecules 2025 dataset describes a structure of composition C45H48BrN4O2Pd at a distorted geometry. The level of theory is ωB97M-V with the def2-TZVPD basis set.

Each line ends with the Löwdin charge.
CARTESIAN COORDINATES (ANGSTROEM)
Pd -1.0125 -1.0282 -0.3969  0.937
C 2.0658 -1.5665 2.5855  -0.055
C 2.2320 -2.9239 1.9014  -0.349
C 0.9483 -3.7509 1.9554  -0.053
C 2.6350 -2.8239 0.4500  -0.149
C 3.6320 -3.6768 -0.0017  -0.053
C 4.0147 -3.7036 -1.3291  -0.086
C 3.3700 -2.8773 -2.2282  -0.049
C 2.3817 -1.9998 -1.8178  -0.137
C 1.7014 -1.1264 -2.8459  -0.367
C 2.7209 -0.2419 -3.5651  -0.046
C 0.9046 -2.0029 -3.8138  -0.052
C 2.0088 -1.9553 -0.4610  -0.183
N 1.0640 -1.0078 -0.0609  -0.015
C 1.4407 0.2611 0.0474  -0.240
C 0.4688 1.3031 0.1279  -0.251
N -0.8403 1.0328 0.0326  -0.024
C -1.6663 2.1000 -0.3217  -0.237
C -1.5217 2.6828 -1.6056  -0.179
C -2.3489 3.7291 -1.9691  -0.071
C -3.2998 4.2310 -1.0978  -0.110
C -3.4224 3.6777 0.1592  -0.079
C -2.6110 2.6315 0.5717  -0.185
C -2.8058 2.1219 1.9828  -0.353
C -1.5032 1.9917 2.7735  -0.059
C -3.5755 0.8038 1.9325  -0.072
C -0.5316 2.1114 -2.5989  -0.357
C 0.0710 3.1444 -3.5489  -0.062
C -1.1988 0.9694 -3.3729  -0.081
C 1.1662 2.5660 0.2551  -0.084
C 0.8065 3.8961 0.3778  -0.012
C 1.8204 4.8553 0.4889  -0.091
C 3.1638 4.5399 0.4718  -0.048
C 3.5736 3.1931 0.3372  -0.182
C 4.8944 2.6868 0.2846  -0.046
C 5.1093 1.3313 0.1351  -0.089
C 4.0656 0.4009 0.0334  -0.016
C 2.7601 0.8580 0.0908  -0.086
C 2.5506 2.2519 0.2386  -0.087
H 2.1134 -1.6737 3.6696  0.063
H 1.1108 -1.1255 2.3108  0.051
H 2.8603 -0.8871 2.2822  0.076
H 3.0268 -3.4670 2.4305  0.124
H 0.1740 -3.2578 1.3701  0.039
H 0.6016 -3.8742 2.9793  0.061
H 1.1180 -4.7316 1.5175  0.086
H 4.1181 -4.3344 0.7082  0.104
H 4.8007 -4.3663 -1.6668  0.093
H 3.6410 -2.9135 -3.2735  0.103
H 0.9790 -0.4744 -2.3406  0.096
H 3.4118 -0.8409 -4.1539  0.068
H 3.2955 0.3353 -2.8430  0.075
H 2.2235 0.4544 -4.2367  0.064
H 1.5421 -2.7349 -4.3055  0.072
H 0.4278 -1.3901 -4.5765  0.062
H 0.1369 -2.5294 -3.2484  0.070
H -2.2629 4.1661 -2.9526  0.102
H -3.9259 5.0609 -1.3904  0.092
H -4.1545 4.0660 0.8551  0.104
H -3.4208 2.8611 2.5149  0.124
H -0.9161 1.1421 2.4331  0.054
H -1.7294 1.8672 3.8333  0.068
H -0.9024 2.8917 2.6544  0.078
H -2.9873 0.0652 1.3852  0.028
H -4.5257 0.9461 1.4202  0.067
H -3.7792 0.4197 2.9315  0.073
H 0.3113 1.6898 -2.0483  0.112
H -0.6537 3.5129 -4.2694  0.066
H 0.8866 2.6852 -4.1055  0.067
H 0.4752 3.9843 -2.9884  0.080
H -2.1226 1.3113 -3.8353  0.058
H -1.4265 0.1341 -2.6855  0.042
H -0.5351 0.6049 -4.1542  0.061
H -0.2287 4.2047 0.3863  0.102
H 1.5269 5.8926 0.5914  0.093
H 3.9081 5.3200 0.5639  0.096
H 5.7334 3.3671 0.3633  0.096
H 6.1284 0.9614 0.0916  0.094
H 4.2905 -0.6483 -0.0928  0.102
Br -4.3817 0.8189 -1.8203  0.890
C -4.2698 -0.8520 -0.8903  -0.686
C -5.4502 -1.3301 -0.3688  -0.136
C -5.4734 -2.6208 0.1507  -0.033
C -4.3079 -3.3718 0.0178  -0.007
C -3.1636 -2.7980 -0.4894  -0.184
N -3.0959 -1.4982 -0.9020  0.022
C -1.9174 -3.6624 -0.6938  -0.641
O -2.0563 -4.8798 -0.6146  0.030
O -0.8527 -3.0464 -0.9659  -0.104
H -6.3392 -0.7165 -0.4039  0.095
H -6.3674 -3.0402 0.5854  0.105
H -4.2679 -4.4171 0.2785  0.116
C -0.5214 -2.3457 5.3828  -0.092
C -1.2223 -1.2171 4.6249  -0.218
C -1.3866 -1.5109 3.2209  -0.212
N -1.5354 -1.7055 2.1008  0.204
H -0.4445 -2.0914 6.4378  0.072
H 0.4809 -2.4954 4.9900  0.052
H -1.0768 -3.2769 5.2915  0.080
H -0.6409 -0.2917 4.6996  0.116
H -2.2168 -1.0367 5.0474  0.119

Atomic forces in eV per Å
Pd 1.51 0.17 -0.80
C -0.03 -0.09 0.06
C -0.17 0.13 0.03
C 0.11 0.02 -0.06
C -0.03 0.10 0.04
C 0.12 -0.04 0.01
C 0.02 -0.03 -0.07
C 0.11 -0.06 -0.11
C -0.20 0.04 0.25
C -0.07 0.11 -0.12
C -0.15 -0.02 0.14
C -0.04 0.15 0.20
C 0.38 -0.29 -0.70
N -1.79 -1.06 0.68
C -1.04 2.39 -0.05
C 2.17 -1.45 0.17
N -1.02 -0.94 -0.33
C -0.19 0.18 -0.29
C 0.08 -0.12 0.20
C 0.02 0.12 -0.07
C -0.11 0.08 -0.01
C -0.01 0.08 0.05
C 0.04 0.05 0.08
C 0.07 -0.21 0.02
C -0.09 -0.03 -0.01
C 0.08 0.09 -0.06
C 0.04 -0.12 -0.12
C -0.07 -0.13 0.19
C 0.12 -0.18 0.37
C 0.06 0.55 0.30
C -0.26 -0.93 -0.10
C 0.89 0.46 0.05
C -0.31 0.48 0.06
C -0.73 -0.69 -0.08
C 0.43 -0.35 -0.02
C 0.49 0.83 0.08
C -0.97 -0.17 -0.02
C 0.73 0.03 0.03
C 0.68 0.62 0.00
H 0.02 -0.06 0.15
H 0.07 0.12 0.04
H 0.02 0.13 0.05
H -0.03 0.01 -0.15
H 0.00 -0.06 0.06
H -0.12 -0.04 0.18
H -0.03 -0.16 -0.01
H 0.02 -0.03 0.08
H 0.02 -0.06 0.02
H 0.07 0.00 -0.13
H 0.22 -0.14 -0.02
H 0.14 -0.07 -0.11
H 0.08 0.08 0.05
H -0.11 0.09 -0.13
H 0.09 -0.09 -0.08
H -0.07 0.03 -0.12
H -0.08 -0.12 -0.08
H 0.07 0.06 -0.13
H -0.10 0.07 -0.07
H -0.07 0.09 0.06
H 0.00 -0.04 -0.18
H 0.05 0.01 -0.03
H -0.03 0.00 0.15
H 0.13 0.04 0.05
H -0.12 0.04 0.11
H -0.12 -0.01 -0.04
H 0.00 -0.10 0.16
H -0.11 -0.03 0.00
H -0.14 0.12 -0.15
H 0.06 -0.03 -0.07
H 0.05 0.16 0.03
H -0.12 0.02 -0.10
H 0.01 0.31 -0.40
H 0.09 -0.09 -0.09
H -0.07 0.03 0.01
H 0.04 0.07 0.00
H 0.03 0.09 -0.01
H 0.06 0.01 -0.01
H -0.01 0.05 0.00
H 0.03 -0.08 -0.01
Br 0.07 -0.39 0.36
C 0.77 0.46 -0.69
C -0.48 -0.49 0.30
C 0.85 0.26 -0.44
C -0.63 -0.07 0.21
C 0.18 0.52 -0.36
N -1.35 -0.60 0.70
C -0.38 -0.86 0.19
O -0.22 0.16 0.03
O 0.45 1.07 0.05
H 0.07 0.03 0.02
H -0.10 -0.01 0.01
H 0.11 -0.07 0.09
C -0.01 0.04 -0.02
C 0.15 0.12 0.60
C -0.15 0.03 -0.49
N -0.27 -0.35 0.38
H 0.00 0.03 0.06
H 0.02 -0.07 -0.01
H 0.01 -0.06 -0.02
H -0.15 -0.05 0.02
H 0.13 0.10 -0.06

The value obtained for the HOMO-LUMO gap (alpha / beta) is 4.447 / 4.818 eV. Its charge is -1. The multiplicity is 1. The calculation puts the total energy at -4815.07897 hartree.